(1)
C5H10BNO5Sr | ωB97M-V/def2-TZVPD

Positions of all 23 atoms, in Å:
1 C 0.0335 0.0576 -0.1506
2 O -0.2656 -1.8716 -1.7394
3 H 1.9184 -0.7356 0.4250
4 N 2.0536 1.2595 0.7707
5 H -1.0952 1.5621 1.0333
6 Sr -1.0895 -3.8784 1.6645
7 H -3.6900 1.0922 0.5955
8 H 2.9669 0.9654 0.4436
9 H 1.0646 -0.3716 1.8741
10 O -3.4788 0.2078 0.2509
11 H 0.4146 -2.4182 1.2378
12 H 1.3473 0.3717 -1.8631
13 H 0.0482 1.5864 -1.8522
14 H -1.6584 1.3082 -0.6168
15 C -1.2390 0.8090 0.2516
16 C 1.3906 1.9988 -0.2977
17 H 0.5923 -2.0208 -2.1664
18 B -0.1551 -1.4503 -0.4665
19 O -0.2778 -2.4902 0.5634
20 C 1.2508 0.0489 0.8758
21 O 1.3823 3.1356 -0.3348
22 C 0.6999 0.9777 -1.2301
23 O -2.2135 -0.1440 0.7314

Atoms 1-6, force components in eV/Å:
C 0.9 1.5 1.0
O 0.5 -1.0 0.6
H -0.3 -0.2 0.3
N -1.2 -0.6 0.3
H 0.2 0.0 0.0
Sr -4.0 -5.3 3.6

Calculated values
E_LUMO: -9.689 eV
charge: +2
strongest force on any atom: 7.5 eV Å⁻¹
2S+1: 1
HOMO-LUMO gap: 5.7935 eV

---

(2)
C5H9NOS | ωB97M-V/def2-TZVPD

Positions of all 17 atoms, in Å:
1 C -1.2687 -1.2899 -1.6437
2 N -1.7277 -1.7231 -0.4430
3 H -2.6995 -1.9030 -0.1636
4 O 0.6710 2.2818 1.8873
5 H 0.2563 -2.1991 0.2254
6 H -2.2172 -1.2423 -2.3734
7 H 2.2807 1.7897 -1.2458
8 C 1.4044 2.1676 -0.7578
9 H 1.7050 -0.5760 0.3417
10 C 0.9936 0.0340 0.7383
11 H 0.4393 1.7906 -1.0853
12 H -1.0687 -2.3332 1.4949
13 C -0.7463 -1.7220 0.6461
14 H 1.4838 3.1369 -0.9561
15 S 1.6865 1.7144 1.0078
16 C -0.2865 -0.3425 0.9200
17 H -0.9060 0.4161 1.4072

Atoms 1-6, force components in eV/Å:
C -4.7 -0.1 -2.1
N 1.1 -0.8 2.5
H 0.7 0.4 -0.9
O -0.8 1.5 0.8
H -2.1 0.2 0.8
H 3.0 0.3 0.5

Calculated values
relative energy (zero: lowest compared OMol25 entry of this formula, charge and spin): 54.1 kcal/mol
E_LUMO (spin up / spin down): 0.820 / -1.192 eV
strongest force on any atom: 5.1 eV Å⁻¹
2S+1: 3
HOMO-LUMO gap (spin up / spin down): 7.2777 / 7.8413 eV
<S²>: 2.01

---

(3)
C5H15NO2 | ωB97M-V/def2-TZVPD

Positions of all 23 atoms, in Å:
1 H -2.1366 -0.3256 1.8018
2 H 0.9565 0.0996 -2.5172
3 H -0.0769 1.7637 1.4940
4 H 1.4532 1.8995 -3.0548
5 H 0.6535 -1.1606 2.5379
6 H -0.7684 -0.0265 -0.8613
7 H -0.4119 2.1267 -1.7761
8 C 1.2782 1.1556 -2.2799
9 O -0.1025 -2.5071 0.4955
10 C -0.0515 0.6686 -0.4003
11 H -1.6490 1.5918 0.6022
12 C -0.7449 1.0898 0.9620
13 N 0.3686 1.7352 -1.2685
14 H 0.7986 0.0450 -0.1227
15 H 0.0931 0.3537 3.3089
16 C -1.0790 -0.1626 1.6255
17 H 0.2331 -2.2615 -0.4125
18 H 2.2586 1.0954 -1.7925
19 H 0.1114 -2.0012 -3.0275
20 O 0.5345 -1.6224 -2.2254
21 C -0.2141 -0.5475 2.7911
22 H -0.7095 -1.7753 0.7157
23 H -0.7948 -1.2341 3.4041

Atoms 1-6, force components in eV/Å:
H -0.2 -1.1 -1.0
H 0.3 0.6 -0.6
H 0.1 -0.2 0.2
H -0.5 -0.3 -0.5
H 0.3 0.4 -0.3
H 0.3 -0.1 -0.3

Calculated values
relative energy (zero: lowest compared OMol25 entry of this formula, charge and spin): 166.1 kcal/mol
E_LUMO: -3.647 eV
strongest force on any atom: 4.3 eV Å⁻¹
2S+1: 1
HOMO-LUMO gap: 3.6930 eV